{
  "formula": "C16H28CrF12N2O20S6",
  "method": "ωB97M-V/def2-TZVPD",
  "symbols": ["Cr", "C", "F", "F", "F", "S", "O", "O", "N", "S", "O", "O", "C", "F", "F", "F", "C", "F", "F", "F", "S", "O", "O", "N", "S", "O", "O", "C", "F", "F", "F", "C", "O", "C", "O", "O", "C", "H", "H", "H", "H", "H", "H", "C", "O", "C", "O", "O", "C", "H", "H", "H", "H", "H", "H", "O", "S", "O", "O", "C", "C", "C", "H", "H", "H", "H", "H", "H", "H", "H", "O", "S", "O", "O", "C", "C", "C", "H", "H", "H", "H", "H", "H", "H", "H"],
  "xyz": [[0.982, 0.244, 0.175], [4.239, 3.145, 2.891], [5.414, 3.720, 3.103], [4.397, 1.838, 2.934], [3.273, 3.511, 3.697], [3.676, 3.463, 1.056], [3.976, 4.834, 0.748], [4.315, 2.455, 0.230], [2.024, 2.920, 1.024], [1.326, 4.436, 1.359], [-0.093, 4.019, 1.533], [1.824, 5.257, 2.432], [1.295, 5.469, -0.348], [1.832, 6.676, -0.022], [2.051, 4.875, -1.314], [0.103, 5.575, -0.814], [5.708, -2.219, -0.145], [5.494, -1.278, -1.020], [6.602, -3.107, -0.488], [6.071, -1.744, 1.107], [4.053, -3.086, 0.063], [3.506, -3.004, -1.315], [4.206, -4.450, 0.502], [3.000, -1.967, 1.040], [3.263, -2.683, 2.559], [4.556, -3.292, 2.893], [2.805, -1.804, 3.542], [1.878, -4.114, 2.714], [2.399, -5.183, 2.126], [1.829, -4.429, 4.009], [0.697, -3.722, 2.279], [-5.046, 3.218, -0.935], [-3.802, 2.600, -0.670], [-2.950, 2.122, -1.665], [-1.870, 1.574, -1.532], [-3.333, 2.518, -2.898], [-3.074, 1.810, -4.116], [-5.040, 4.298, -1.083], [-5.706, 2.945, -0.112], [-5.477, 2.765, -1.828], [-3.708, 2.264, -4.877], [-3.104, 0.720, -4.112], [-2.073, 2.084, -4.452], [1.409, -0.194, -6.554], [1.469, -0.137, -5.167], [2.302, 0.698, -4.453], [2.168, 0.851, -3.234], [3.237, 1.333, -5.266], [4.499, 1.888, -4.812], [1.028, 0.783, -6.851], [0.762, -0.949, -7.002], [2.397, -0.298, -7.001], [5.101, 2.307, -5.619], [5.172, 1.304, -4.185], [4.245, 2.712, -4.145], [-1.170, -2.349, -1.328], [-2.311, -3.273, -1.476], [-3.186, -3.684, -0.355], [-3.346, -2.473, -2.514], [-4.762, -2.724, -2.651], [-5.488, -1.920, -1.557], [-1.821, -4.751, -2.562], [-5.071, -3.763, -2.534], [-5.260, -2.307, -3.526], [-6.559, -2.118, -1.508], [-5.402, -0.874, -1.851], [-5.081, -2.116, -0.565], [-0.873, -5.245, -2.351], [-1.888, -4.520, -3.625], [-2.648, -5.452, -2.446], [-1.370, 1.266, 4.814], [-1.817, -0.027, 4.226], [-1.272, -0.472, 2.934], [-1.650, -1.301, 5.314], [-1.957, -1.101, 6.657], [-0.731, -0.909, 7.610], [-3.675, -0.138, 4.020], [-2.320, -2.074, 6.986], [-2.557, -0.237, 6.941], [-0.153, -0.198, 7.021], [-0.009, -1.719, 7.720], [-0.915, -0.508, 8.607], [-4.104, 0.621, 3.365], [-4.053, -0.070, 5.041], [-3.862, -1.131, 3.611]],
  "spin_multiplicity": 8,
  "e_above_lowest_kcal_mol": 126.4,
  "total_charge": 1,
  "s2": 15.77,
  "energy_ha": -6871.92792
}